## P
The following is a DFT calculation (wB97M-V/def2-TZVPD) of C23H26N2O2 in the gas phase.

Geometry as XYZ:
```
53
Properties=species:S:1:pos:R:3:lowdin_charge:R:1
C -5.38324 -2.66217 0.36468 -0.06
C -3.88183 -2.49038 0.12563 -0.39
C -3.37813 -3.49095 -0.91680 -0.06
C -3.56382 -1.07707 -0.29616 -0.21
C -4.10917 -0.53687 -1.46352 -0.01
C -3.83135 0.75632 -1.83914 0.03
C -2.98849 1.54554 -1.05794 -0.18
O -2.77255 2.81037 -1.48231 0.13
C -1.99570 3.68597 -0.77598 -0.44
O -1.86596 4.80785 -1.19923 0.11
C -1.37618 3.17085 0.42976 0.06
C -1.53430 1.89893 0.86319 -0.12
C -0.73586 1.41491 2.05059 -0.13
N 0.60871 0.97070 1.71506 -0.15
C 1.49174 2.01786 1.24211 -0.17
C 2.91874 1.47542 1.21999 -0.14
N 2.99337 0.33508 0.33219 -0.11
C 4.21242 0.01201 -0.25701 -0.23
C 4.72399 -1.28754 -0.26747 -0.03
C 5.90934 -1.57675 -0.91845 -0.09
C 6.62055 -0.58428 -1.56744 -0.11
C 6.12354 0.70905 -1.56524 -0.09
C 4.93721 1.00407 -0.92648 -0.03
C 2.10082 -0.71018 0.77308 -0.16
C 0.67116 -0.16437 0.81664 -0.17
C -2.40467 1.02383 0.10913 -0.09
C -2.72511 -0.29146 0.46761 0.03
H -5.94253 -2.51513 -0.55547 0.07
H -5.59079 -3.66344 0.73485 0.08
H -5.73537 -1.94149 1.09939 0.08
H -3.36212 -2.69073 1.06917 0.13
H -3.55455 -4.50817 -0.57507 0.08
H -2.31090 -3.36139 -1.08294 0.08
H -3.89183 -3.35436 -1.86478 0.08
H -4.76362 -1.13401 -2.07903 0.12
H -4.25505 1.18837 -2.73167 0.12
H -0.76496 3.88071 0.96491 0.13
H -1.23872 0.58848 2.55562 0.12
H -0.63071 2.23449 2.76660 0.13
H 1.43784 2.86338 1.93123 0.13
H 1.22361 2.36435 0.22967 0.13
H 3.60505 2.25433 0.89305 0.11
H 3.19258 1.17624 2.24567 0.13
H 4.20776 -2.08230 0.24843 0.10
H 6.28408 -2.59040 -0.90679 0.10
H 7.54785 -0.81353 -2.06992 0.10
H 6.66140 1.49511 -2.07541 0.10
H 4.55554 2.01331 -0.96315 0.11
H 2.13149 -1.53723 0.06247 0.12
H 2.37061 -1.08054 1.77574 0.13
H 0.00735 -0.94809 1.18608 0.12
H 0.36441 0.10147 -0.20971 0.14
H -2.31360 -0.70620 1.37458 0.11
```

Summary:
HOMO-LUMO gap (eV): 7.8
E_LUMO (eV): -0.08
M (g mol⁻¹): 362.47
SMILES: CC(C)c1ccc2oc(=O)cc(CN3CCN(c4ccccc4)CC3)c2c1

## Q
The following is a DFT calculation (wB97M-V/def2-TZVPD) of 2 unconnected molecules or ions with the total composition C23H26N2O2.

Geometry as XYZ:
```
53
Properties=species:S:1:pos:R:3:lowdin_charge:R:1
C -3.80096 -2.66949 -0.85576 -0.15
C -4.50652 -1.36289 -1.27789 -0.15
C -3.48855 -0.22936 -1.06852 -0.11
N -2.16348 -0.86271 -0.86260 -0.04
C -1.00883 -0.23775 -1.23498 0.02
C 0.20122 -0.89729 -1.24294 -0.06
C 1.29365 -0.50814 -1.98946 0.05
C 2.50657 -1.25419 -2.05722 -0.20
C 3.35167 -1.10138 -3.17118 -0.01
C 4.51054 -1.82951 -3.27947 -0.07
C 4.87685 -2.71267 -2.27714 -0.06
C 4.07280 -2.86505 -1.15985 -0.07
C 2.89820 -2.15994 -1.04980 -0.01
C -2.29946 -2.34933 -0.83070 -0.12
H -4.13375 -2.98770 0.13947 0.11
H -4.02986 -3.49524 -1.54395 0.11
H -4.79855 -1.41763 -2.33403 0.11
H -5.42496 -1.19239 -0.70201 0.11
H -3.43111 0.43012 -1.94086 0.13
H -3.72357 0.38522 -0.19283 0.13
H -1.08246 0.74491 -1.66444 0.15
H 0.24548 -1.83906 -0.72969 0.10
H 1.18332 0.34153 -2.64034 0.13
H 3.06529 -0.41489 -3.94928 0.12
H 5.14044 -1.70217 -4.14422 0.11
H 5.80032 -3.26260 -2.35692 0.11
H 4.38225 -3.51914 -0.36112 0.11
H 2.30014 -2.26083 -0.16139 0.11
H -1.79541 -2.75828 0.05223 0.13
H -1.79583 -2.75424 -1.71469 0.13
C -3.04968 1.55833 3.39634 -0.12
C -2.68471 2.70720 2.72985 -0.10
C -1.35331 2.97096 2.48774 -0.04
C -0.36902 2.09239 2.91071 -0.24
C 1.07080 2.35722 2.59691 -0.12
C 1.49017 1.73609 1.25450 -0.41
C 2.93957 2.08842 0.86107 -0.15
O 2.84470 2.75617 -0.37721 -0.01
C 1.50911 2.78068 -0.72098 -0.66
O 1.07305 3.26180 -1.75704 -0.03
N 0.70147 2.21062 0.20691 0.07
C -0.75001 0.93256 3.56425 -0.06
C -2.08171 0.66668 3.80456 -0.11
H -4.09045 1.35182 3.58531 0.09
H -3.43798 3.39621 2.38635 0.10
H -1.06950 3.85114 1.93688 0.11
H 1.22891 3.43956 2.54025 0.12
H 1.70320 1.98808 3.41349 0.12
H 1.34796 0.64091 1.29486 0.12
H 3.40812 2.76426 1.59005 0.12
H 3.58033 1.20575 0.72600 0.11
H 0.00680 0.22953 3.86614 0.11
H -2.36329 -0.24434 4.30464 0.09
```

Summary:
HOMO-LUMO gap (eV): 4.3
E_LUMO (eV): -1.88
M (g mol⁻¹): 362.47

Calculated relative energies: P 0.000; Q 2.884, given in eV

## P
The following is a DFT calculation (wB97M-V/def2-TZVPD) of a gas-phase ion, CH4NO2 (charge +1).

Geometry as XYZ:
```
8
Properties=species:S:1:pos:R:3:lowdin_charge:R:1
C 0.27456 0.64167 0.53581 0.08
N 0.00701 -0.05275 -0.78602 0.19
O -1.00860 -1.38004 -2.14362 0.14
O -0.97194 -0.74283 -0.88770 0.08
H -0.58324 0.88768 1.01928 0.06
H 0.76414 1.62790 0.41084 0.13
H 0.82061 0.00248 1.19232 0.12
H -1.82370 -1.97450 -2.07390 0.19
```

Summary:
Net charge: +1
HOMO-LUMO gap (eV): 10.4
E_LUMO (eV): -7.87
M (g mol⁻¹): 62.05

## Q
The following is a DFT calculation (wB97M-V/def2-TZVPD) of 2 unconnected molecules or ions with the total composition CH4NO2.

Geometry as XYZ:
```
8
Properties=species:S:1:pos:R:3:lowdin_charge:R:1
C 2.44235 0.33332 0.06593 0.28
N 1.38996 -0.05986 -0.14088 0.32
O -1.08890 -0.52914 -0.04826 -0.09
O -1.77552 0.64472 0.22516 0.00
H 0.39209 -0.47358 -0.27566 0.11
H 3.24335 0.85316 0.45116 0.11
H -1.80764 0.66798 1.22382 0.15
H -1.71848 -1.10407 -0.44449 0.12
```

Summary:
Net charge: +1
HOMO-LUMO gap (eV): 11.2
E_LUMO (eV): -4.94
M (g mol⁻¹): 62.05

Calculated relative energies: P 2.400; Q 0.000, given in eV

## P
The following is a DFT calculation (wB97M-V/def2-TZVPD) of a molecular structure, C5H5ClO.

Geometry as XYZ:
```
12
Properties=species:S:1:pos:R:3:lowdin_charge:R:1
C 0.47859 -0.34417 0.97551 -0.58
C -0.05423 0.99843 0.36332 -0.28
C -0.68659 -0.79986 0.06903 -0.28
C -0.08761 -0.45686 -1.30108 -0.02
C 0.35522 0.78196 -1.10583 -0.01
H 1.50190 -0.65850 0.73648 0.10
H 0.04868 1.97250 0.84655 0.15
H -1.26112 -1.72112 0.22208 0.15
H -0.03624 -1.11751 -2.17155 0.11
H 0.87424 1.48379 -1.75556 0.11
O -1.37260 0.43725 0.40492 -0.08
Cl 0.23974 -0.57591 2.71611 0.62
```

Summary:
HOMO-LUMO gap (eV): 10.8
E_LUMO (eV): 1.02
M (g mol⁻¹): 116.55

## Q
The following is a DFT calculation (wB97M-V/def2-TZVPD) of C5H5ClO in the gas phase.

Geometry as XYZ:
```
12
Properties=species:S:1:pos:R:3:lowdin_charge:R:1
C 0.45984 0.83939 -0.61531 -0.05
C -0.26168 -0.13955 0.15105 -0.21
C -0.34527 -1.29103 0.71172 0.01
C -1.64702 -0.57836 0.88693 -0.20
C -2.84110 -0.74031 -0.04817 -0.76
O -3.21565 -1.70258 -0.65996 0.05
Cl -3.76232 0.79836 -0.09153 0.61
H 1.39925 0.30990 -0.84730 0.09
H 0.62664 1.73846 0.04247 0.10
H -0.18148 1.17115 -1.52640 0.12
H 0.05615 -2.27261 1.01621 0.12
H -1.82002 -0.02431 1.80766 0.11
```

Summary:
HOMO-LUMO gap (eV): 10.7
E_LUMO (eV): 0.79
M (g mol⁻¹): 116.55
SMILES: CC1=C[C@@H]1C(=O)Cl

## R
The following is a DFT calculation (wB97M-V/def2-TZVPD) of 2 unconnected molecules or ions with the total composition C5H5ClO.

Geometry as XYZ:
```
12
Properties=species:S:1:pos:R:3:lowdin_charge:R:1
C -2.19413 -0.38068 -0.16767 -0.09
C -0.75801 0.01677 -0.13690 -0.15
C 0.31952 0.57837 -0.26922 -0.07
C 1.68872 0.96416 -0.40202 -0.10
C 2.22839 1.91655 0.29993 -0.16
O 2.74526 2.69102 0.98611 0.21
H -2.60656 0.32685 0.61795 0.10
H -2.03740 -1.39082 0.12174 0.02
H -2.59455 -0.13168 -1.17241 0.09
H 2.11307 0.42158 -1.11035 0.07
Cl 0.32919 -3.03255 0.30638 0.30
H 0.76650 -1.97958 0.92646 -0.22
```

Summary:
HOMO-LUMO gap (eV): 9.2
E_LUMO (eV): 0.61
M (g mol⁻¹): 116.55
SMILES: CC#CC=C=O.Cl

Calculated relative energies: P 0.063; Q 0.000; R 0.699, given in eV

## P
The following is a DFT calculation (wB97M-V/def2-TZVPD) of 2 unconnected molecules or ions with the total composition C2H7N2O.

Geometry as XYZ:
```
12
Properties=species:S:1:pos:R:3:lowdin_charge:R:1
C -2.63424 -0.33263 -0.04380 -0.15
C 1.97882 -0.45320 -0.15556 -0.03
N -1.41860 -0.41324 0.35735 0.19
N -3.68755 -0.02510 -0.52800 0.28
O 0.83875 0.46740 -0.25939 -0.09
H 1.67311 -1.46878 -0.01250 0.08
H 2.54207 -0.18207 0.80324 0.13
H 2.61613 -0.41667 -0.96927 0.07
H -0.33990 -0.10858 0.08882 0.08
H -1.31438 -0.74990 1.30855 0.14
H -4.46943 -0.61455 -0.90405 0.16
H 0.57802 0.80400 -1.14667 0.15
```

Summary:
Net charge: +1
HOMO-LUMO gap (eV): 12.1
E_LUMO (eV): -3.96
M (g mol⁻¹): 75.09

## Q
The following is a DFT calculation (wB97M-V/def2-TZVPD) of a gas-phase ion, C2H7N2O (charge +1).

Geometry as XYZ:
```
12
Properties=species:S:1:pos:R:3:lowdin_charge:R:1
C 1.35957 0.13577 -0.85780 -0.02
N 0.39428 -0.16165 0.11805 -0.18
O 0.66868 -1.04031 1.12292 0.08
C -0.93012 0.33227 -0.00977 -0.02
N -1.87632 0.25183 0.82946 0.25
H 1.40035 -0.59835 -1.58397 0.09
H 2.38102 0.15720 -0.58384 0.11
H 1.20979 1.14952 -1.22390 0.12
H 0.83225 -1.87269 0.68483 0.13
H -0.98498 0.97704 -0.85352 0.16
H -2.62194 0.76991 0.56866 0.10
H -1.83258 -0.10054 1.78888 0.18
```

Summary:
Net charge: +1
HOMO-LUMO gap (eV): 10.8
E_LUMO (eV): -4.13
M (g mol⁻¹): 75.09
SMILES: C/[N+](O)=C/N

## R
The following is a DFT calculation (wB97M-V/def2-TZVPD) of 2 unconnected molecules or ions with the total composition C2H7N2O.

Geometry as XYZ:
```
12
Properties=species:S:1:pos:R:3:lowdin_charge:R:1
C 1.94281 1.75009 0.11927 0.12
N 0.83440 1.59974 -0.50199 0.14
H 2.10470 1.50082 1.15703 0.12
H 2.80580 2.10213 -0.43831 0.11
H 0.29502 0.63778 -0.18153 0.07
H 0.60634 2.16080 -1.31132 0.14
C -1.15729 -1.30350 0.63566 -0.27
N -1.84553 -2.07884 -0.19701 0.19
O -0.61584 -0.26215 0.21269 -0.03
H -1.24272 -1.36728 1.72175 0.15
H -1.70937 -1.67971 -1.11626 0.13
H -2.01832 -3.05988 -0.09999 0.13
```

Summary:
Net charge: +1
HOMO-LUMO gap (eV): 10.4
E_LUMO (eV): -4.80
M (g mol⁻¹): 75.09

Calculated relative energies: P 0.930; Q 1.257; R 0.000, given in eV